(1)
{
  "formula": "C4H7NO3",
  "method": "ωB97M-V/def2-TZVPD",
  "elements": ["C", "O", "H", "N", "H", "C", "H", "O", "H", "C", "H", "O", "H", "H", "C"],
  "coordinates": [[0.091042, 0.534200, -1.856423], [-0.235954, -2.257424, 1.099472], [0.046979, 0.823369, 0.815004], [0.176631, -0.115771, 0.476943], [1.172732, 0.567203, -1.723438], [0.369999, -1.078680, 1.435137], [-1.202349, 2.168358, -2.557125], [-0.320918, 2.651246, -0.815841], [0.031974, 0.117105, -2.863328], [-0.532220, 1.889564, -1.717484], [-0.438536, -2.754701, 1.903019], [1.027781, -0.953482, 2.429923], [-0.110342, -1.470948, -1.040751], [-1.532549, -0.380519, -0.710531], [-0.451569, -0.467797, -0.824739]],
  "forces_ev_per_a": [[0.618, -1.034, -0.166], [-0.452, -0.017, -0.224], [0.414, 0.153, -0.015], [-0.391, -0.923, -0.407], [0.058, 0.398, 0.423], [-0.032, 0.043, -0.243], [-0.132, 0.138, 0.187], [-0.046, 0.022, 0.415], [-0.727, 0.232, -0.094], [0.109, -0.042, -0.943], [0.545, 0.072, 0.001], [-0.173, 0.257, 0.551], [-0.361, -0.098, -0.291], [-0.116, -0.425, -0.364], [0.684, 1.224, 1.169]],
  "nbo_charge": [-0.539, -0.730, 0.422, -0.662, 0.247, 0.883, 0.107, -0.515, 0.224, 0.447, 0.506, -0.614, 0.231, 0.192, -0.198],
  "total_charge": 0,
  "smiles": "O=CCCNC(=O)O",
  "homo_ev": -9.966,
  "de_lowest_ev": 1.198
}

=====

(2)
{
  "formula": "C4H7NO3",
  "method": "ωB97M-V/def2-TZVPD",
  "elements": ["N", "H", "H", "O", "H", "O", "C", "H", "H", "C", "C", "H", "H", "C", "O"],
  "coordinates": [[0.539945, -0.602937, -0.822094], [-0.870385, 2.381803, -0.314241], [1.243531, 0.912032, 0.326568], [0.650932, -0.540383, 2.445340], [-0.871178, -1.440501, 1.297910], [0.508793, 1.006306, -2.450504], [-0.299089, -0.426416, 1.466246], [0.776061, -0.871682, -3.149108], [0.227410, -1.551470, -0.581492], [0.183892, 0.300026, 0.266343], [0.451206, -0.213376, -2.202659], [1.577274, -1.023197, 2.182552], [-1.107752, 0.080662, 2.150393], [-0.951445, 1.275152, -0.305569], [-2.059193, 0.713976, -0.309688]],
  "forces_ev_per_a": [[-1.326, -2.353, -2.238], [0.340, -0.488, -0.510], [-2.816, -1.076, 1.001], [5.167, -2.196, 0.734], [1.317, 1.569, -0.547], [-1.053, -2.075, 0.556], [-3.110, -1.015, 2.511], [-1.267, 0.257, 2.612], [0.319, 0.367, -0.701], [2.267, 3.775, -3.517], [2.885, 2.264, 0.148], [-3.628, 1.679, 0.496], [1.075, -0.124, -2.173], [-2.301, -2.328, 2.553], [2.131, 1.743, -0.926]],
  "nbo_charge": [-0.625, 0.158, 0.225, -0.715, 0.178, -0.602, -0.088, 0.178, 0.390, -0.178, 0.499, 0.467, 0.224, 0.438, -0.548],
  "total_charge": 0,
  "smiles": "O=CN[C@@H](C=O)CO",
  "homo_ev": -9.555,
  "de_lowest_ev": 4.167
}

=====

(3)
{
  "formula": "C4H7NO3",
  "method": "ωB97M-V/def2-TZVPD",
  "elements": ["H", "N", "C", "O", "H", "H", "H", "O", "C", "H", "C", "H", "C", "O", "H"],
  "coordinates": [[0.668471, -0.368783, 1.382230], [1.425987, -0.565455, -0.556409], [0.542711, 1.550195, 0.343524], [-0.544551, -1.289853, -1.421583], [1.504457, 1.906660, 0.744815], [-1.162153, -2.267524, 0.737922], [-1.726585, 0.182176, -0.532785], [-1.690486, -1.475027, 0.593519], [0.540372, 0.029877, 0.375053], [-0.501807, 1.840930, 1.962275], [0.804351, -1.201698, -1.442012], [0.450757, 1.901614, -0.685321], [-1.060677, -0.638383, -0.284048], [-0.536018, 2.113445, 1.038730], [1.285171, -1.718173, -2.255911]],
  "forces_ev_per_a": [[-0.172, -0.066, 0.282], [4.272, 6.738, 7.965], [0.787, 0.166, 0.015], [-1.349, 0.315, 0.704], [-0.109, -0.011, -0.180], [0.107, -0.006, -0.047], [0.051, 0.003, -0.117], [-0.431, -0.213, -0.195], [-2.583, -1.607, -1.706], [0.002, 0.049, -0.038], [-3.139, -6.431, -8.602], [0.079, -0.107, 0.019], [3.101, 1.315, 1.532], [-0.411, -0.012, 0.314], [-0.205, -0.132, 0.054]],
  "nbo_charge": [0.214, -0.274, -0.076, -0.418, 0.172, 0.480, 0.185, -0.690, -0.164, 0.466, 0.084, 0.189, 0.365, -0.705, 0.172],
  "multiplicity": 3,
  "total_charge": 0,
  "homo_ev": [-5.070, -9.499],
  "s_squared": 2.007,
  "de_lowest_ev": 2.957
}

=====

(4)
{
  "formula": "C4H7NO4",
  "method": "ωB97M-V/def2-TZVPD",
  "elements": ["O", "N", "O", "H", "O", "O", "C", "H", "H", "H", "C", "H", "C", "C", "H", "H"],
  "coordinates": [[2.483042, 0.672004, 0.042114], [-0.152138, -1.338848, -0.490852], [0.463928, -0.817913, -1.443726], [3.770797, 0.211316, -1.319786], [-1.436431, 0.630255, -0.149555], [-0.023274, -2.476713, -0.151536], [-1.436808, 1.154958, -1.357047], [-1.262451, 0.334308, 2.309143], [2.264466, -1.002000, -0.919792], [-0.215299, -1.078835, 2.268153], [-0.912549, -0.467618, 0.259607], [-2.154252, 1.963258, -1.466214], [-1.108191, -0.629799, 1.811297], [2.848218, -0.107964, -0.736735], [-2.002732, -1.259727, 1.980721], [-0.827078, 0.662797, -2.198209]],
  "forces_ev_per_a": [[-1.687, 2.767, 3.316], [0.287, 2.724, -0.509], [-1.021, -0.355, -0.971], [-0.492, -1.051, -0.071], [-0.188, 1.116, -1.856], [0.127, -2.139, 0.838], [0.761, -0.507, -1.641], [-0.015, -0.072, -0.573], [0.707, -0.679, -0.355], [-0.384, -0.124, -0.270], [-0.217, -0.917, 4.218], [0.334, -0.175, 0.063], [0.060, -0.795, -1.395], [2.359, -0.951, -2.622], [0.574, 0.179, 0.179], [-1.205, 0.978, 1.649]],
  "nbo_charge": [-0.526, 0.441, -0.484, 0.089, -0.350, -0.391, -0.035, 0.234, 0.148, 0.239, 0.387, 0.177, -0.658, 0.282, 0.230, 0.218],
  "total_charge": 0,
  "homo_ev": [-8.640, -8.498],
  "de_lowest_ev": 8.675
}

=====

(5)
{
  "formula": "C4H7NOS",
  "method": "ωB97M-V/def2-TZVPD",
  "elements": ["H", "C", "H", "H", "H", "O", "H", "C", "H", "S", "N", "H", "C", "C"],
  "coordinates": [[-2.669592, 1.191716, 0.547965], [-1.838025, 0.585340, 0.150802], [1.888505, -1.496383, 1.463643], [2.573414, -1.173251, -0.124661], [-0.847775, 0.092596, -1.726377], [0.564600, -0.677740, 0.087778], [1.411371, -2.493733, 0.019841], [1.680267, -1.515774, 0.374056], [-1.638593, 1.770873, -1.753449], [1.872240, 1.342386, 1.151527], [-0.560903, 1.324967, 0.064380], [-1.794208, -0.474596, 0.484974], [-1.252530, 0.909356, -1.162017], [0.611229, 0.614245, 0.421537]],
  "forces_ev_per_a": [[0.566, -0.425, -0.213], [-0.479, -0.352, 0.453], [-0.179, -0.169, -0.607], [0.214, 0.252, -0.260], [0.214, -0.221, -0.176], [-0.157, 0.163, -0.147], [-0.174, -0.381, -0.013], [0.174, 0.321, 1.033], [0.324, -0.832, 0.541], [-0.159, -0.074, -0.067], [0.239, -0.212, 0.261], [-0.051, 0.954, -0.320], [-0.621, 0.925, -0.432], [0.088, 0.051, -0.054]],
  "nbo_charge": [0.214, -0.250, 0.203, 0.200, 0.208, -0.516, 0.196, -0.258, 0.213, -0.085, -0.464, 0.212, -0.248, 0.374],
  "total_charge": 0,
  "smiles": "COC(=S)N1CC1",
  "homo_ev": -8.677,
  "de_lowest_ev": 2.108
}

=====

(6)
{
  "formula": "C4H7NOS",
  "method": "ωB97M-V/def2-TZVPD",
  "elements": ["N", "C", "H", "H", "H", "H", "C", "H", "C", "S", "H", "H", "O", "C"],
  "coordinates": [[2.132901, -0.727768, 1.442835], [-0.865798, -0.485247, -0.300876], [-0.005461, 3.267957, -2.115249], [-0.918714, -1.212285, 0.504947], [-1.078930, 1.924232, -2.139577], [-0.282170, -3.438016, 1.932211], [-0.383225, 2.513755, -1.557740], [1.149590, -2.769016, 2.355315], [1.338103, -0.409022, 0.670760], [0.986127, 1.365640, -1.258273], [-0.898287, 2.984492, -0.738961], [-1.723840, -0.329306, -0.923557], [0.197982, -2.738848, 2.396152], [0.351721, 0.053433, -0.267986]],
  "forces_ev_per_a": [[-0.273, 0.107, -0.518], [0.882, -0.942, 1.518], [1.388, 2.191, -2.036], [-0.753, -0.257, -0.221], [-0.476, 0.366, -0.246], [0.999, -0.008, 0.123], [-1.322, -3.032, 1.098], [0.279, -0.511, -0.495], [0.319, -0.091, 0.579], [0.712, 0.702, 0.155], [0.100, -0.293, 0.849], [0.091, 0.489, -0.314], [-1.448, 0.450, 0.361], [-0.498, 0.829, -0.853]],
  "nbo_charge": [-0.313, -0.338, 0.228, 0.229, 0.214, 0.478, -0.722, 0.495, 0.273, 0.273, 0.226, 0.222, -0.970, -0.295],
  "total_charge": 0,
  "smiles": "C=C(C#N)SC.O",
  "homo_ev": -9.031,
  "de_lowest_ev": 1.931
}

=====

(7)
{
  "formula": "C4H7NOS",
  "method": "ωB97M-V/def2-TZVPD",
  "elements": ["C", "H", "O", "H", "C", "H", "C", "H", "C", "H", "S", "H", "N", "H"],
  "coordinates": [[0.941873, -0.858974, 0.962509], [0.299874, -0.633009, 1.828149], [0.701348, 0.078164, -1.220039], [2.521987, 0.716310, 1.368124], [0.085889, -0.857306, -0.337079], [1.560123, -1.748507, 1.150217], [1.845063, 0.317562, 0.609388], [-1.004040, 1.272228, 1.479154], [-1.463880, 1.294694, 0.484893], [-0.846990, 1.830648, -0.236331], [-1.638851, -0.435314, -0.101506], [-2.480356, 1.724878, 0.423249], [1.720922, 0.798914, -0.578901], [0.060116, -1.791078, -0.894114]],
  "forces_ev_per_a": [[-0.001, 0.962, -0.931], [0.400, -0.249, -0.151], [0.562, 0.437, -0.413], [0.043, 0.192, -0.689], [0.264, -0.346, 0.318], [-0.426, 0.115, -0.131], [-0.234, -0.009, -0.082], [-0.411, 0.439, -0.169], [-0.198, -0.635, -0.513], [0.087, -0.008, 0.153], [-0.453, 0.466, 0.110], [0.574, -0.215, 0.505], [-0.284, -0.894, 1.713], [0.076, -0.255, 0.279]],
  "nbo_charge": [-0.508, 0.235, -0.385, 0.210, -0.079, 0.239, 0.011, 0.210, -0.746, 0.234, 0.193, 0.239, -0.077, 0.222],
  "total_charge": 0,
  "smiles": "CS[C@@H]1CC=NO1",
  "homo_ev": -8.897,
  "de_lowest_ev": 2.256
}

=====

(8)
{
  "formula": "C4H7NOS",
  "method": "ωB97M-V/def2-TZVPD",
  "elements": ["H", "H", "C", "S", "C", "H", "H", "C", "H", "O", "N", "H", "C", "H"],
  "coordinates": [[2.055303, -0.757599, 1.530411], [-2.281583, 1.957971, 0.261592], [-1.439492, 0.420431, -1.037575], [-3.464835, -0.050775, 0.662891], [2.188409, -0.001502, 0.881004], [2.689462, 0.863980, 1.269260], [0.920001, -2.347278, -0.044653], [-2.316972, 0.930322, -0.030155], [-1.554746, -0.413415, -1.647993], [0.976881, 0.554414, 0.353280], [0.214620, -1.617312, -0.340559], [2.710806, -0.330165, 0.080423], [0.239572, -0.418593, -0.144690], [-0.937429, 1.209520, -1.793231]],
  "forces_ev_per_a": [[-0.737, -2.358, 2.567], [0.088, 0.456, 0.178], [4.006, 2.824, -0.026], [-0.809, -0.651, 0.645], [-0.364, 4.038, -0.483], [0.431, 0.077, 0.649], [-0.649, 1.450, -0.160], [0.711, -0.315, -1.472], [-1.033, -1.744, -0.334], [-0.071, -1.120, 0.561], [1.224, -3.281, 0.357], [1.982, -1.247, -2.521], [-3.652, 3.177, -2.119], [-1.127, -1.307, 2.158]],
  "nbo_charge": [0.179, 0.237, -0.462, 0.293, -0.252, 0.198, 0.362, -0.536, 0.219, -0.497, -0.775, 0.176, 0.641, 0.217],
  "multiplicity": 3,
  "total_charge": 0,
  "homo_ev": [-6.373, -8.602],
  "s_squared": 2.027,
  "de_lowest_ev": 2.071
}

=====

(9)
{
  "formula": "C4H7NOSi",
  "method": "ωB97M-V/def2-TZVPD",
  "elements": ["H", "Si", "N", "H", "H", "H", "C", "H", "C", "H", "C", "H", "O", "C"],
  "coordinates": [[0.185550, -0.309108, -1.476432], [-2.212976, 0.905571, -0.055259], [3.050308, 1.376763, 0.018863], [2.204513, -1.549830, -0.670263], [-3.356622, 0.514854, 0.765285], [-2.444193, 0.585666, -1.462008], [2.472952, 0.390824, 0.015275], [-0.376768, 0.001174, 1.552687], [0.291326, -0.583586, -0.428574], [-1.866987, 2.314492, 0.129847], [1.724159, -0.840104, 0.009954], [1.728306, -1.266469, 1.017533], [-0.685044, -1.440807, 0.061154], [-0.714520, -0.099435, 0.521938]],
  "forces_ev_per_a": [[0.009, -0.025, 0.007], [0.680, -0.301, 0.311], [0.295, 0.539, -0.010], [-0.033, 0.015, 0.118], [-0.287, 0.015, 0.120], [-0.056, -0.029, -0.272], [0.160, 0.080, -0.001], [0.013, 0.070, 0.014], [0.476, 0.497, -0.320], [-0.104, 0.312, 0.005], [-0.538, -0.624, 0.015], [-0.026, -0.012, -0.114], [-0.269, -1.367, -0.056], [-0.318, 0.830, 0.184]],
  "nbo_charge": [0.191, 0.856, -0.312, 0.257, -0.156, -0.158, 0.282, 0.201, 0.081, -0.158, -0.540, 0.261, -0.482, -0.324],
  "total_charge": 0,
  "smiles": "N#CC[C@H]1O[C@@H]1[SiH3]",
  "homo_ev": -10.562,
  "de_lowest_ev": 3.014
}